The following is a DFT calculation (ωB97M-V with the def2-TZVPD basis set) of a 2-piece molecular cluster, C4H8O2 overall.

CARTESIAN COORDINATES (ANGSTROEM)
C 1.18017 -0.20914 1.16742
C 0.14129 -0.17407 0.05848
C 0.60018 0.67606 -1.13226
O -1.06158 0.38766 0.61400
C -2.76437 -0.56393 -0.19954
O -2.64351 -0.64819 -1.32598
H 2.12808 -0.63321 0.82109
H 1.36149 0.80862 1.53097
H 0.80850 -0.80990 2.00334
H -0.03788 -1.19640 -0.31423
H -0.13944 0.66530 -1.93926
H 1.54828 0.29514 -1.53872
H 0.76119 1.71490 -0.82434
H -1.77097 -0.25777 0.97867

Values from the calculation:
Lowest unoccupied orbital energy: 1.08 eV
Energy above the lowest of the compared OMol25 structures with the same formula, charge and spin: 185.2 kJ/mol

The following is a DFT calculation (ωB97M-V with the def2-TZVPD basis set) of one molecule with the formula C4H3NO2.

CARTESIAN COORDINATES (ANGSTROEM)
C -0.33691 0.62867 -0.74951
C 1.05995 0.46323 -0.63165
C -1.21342 0.01167 0.10607
C 1.59613 -0.44968 0.16533
N -0.68680 -0.57921 1.20159
O -1.38739 -1.23151 1.97908
O 2.21432 -1.23021 0.74823
H -0.69496 1.24477 -1.55996
H 1.73587 1.08634 -1.19407
H -2.28678 0.05592 -0.06510

Values from the calculation:
Lowest unoccupied orbital energy (alpha / beta): -0.91 / -0.91 eV
Structure (SMILES): O=C=C/C=C\N=O
Energy above the lowest of the compared OMol25 structures with the same formula, charge and spin: 373.0 kJ/mol

The following is a DFT calculation (ωB97M-V with the def2-TZVPD basis set) of one molecule with the formula C3ClF2N.

CARTESIAN COORDINATES (ANGSTROEM)
C 1.43811 -0.10020 0.00083
C 0.06698 -0.44144 0.00018
C -0.89300 0.48998 -0.00004
N 2.55446 0.14892 -0.00083
F -2.18501 0.24485 -0.00040
F -0.66420 1.78847 0.00023
Cl -0.31734 -2.13057 0.00005

Values from the calculation:
Lowest unoccupied orbital energy: 0.37 eV
Structure (SMILES): N#CC(Cl)=C(F)F
Energy above the lowest of the compared OMol25 structures with the same formula, charge and spin: 1.4 kJ/mol

The following is a DFT calculation (ωB97M-V with the def2-TZVPD basis set) of one molecule with the formula C5H8S.

CARTESIAN COORDINATES (ANGSTROEM)
C -1.07136 0.30354 0.17582
C -0.01447 -0.77147 0.04844
C 1.39263 -0.25580 0.43313
C 2.22885 0.93293 -0.05081
C 2.60556 -0.40090 -0.38678
H -0.65821 1.28688 0.13884
H -0.12465 -1.16378 -0.86498
H -0.34987 -1.49137 0.68729
H 1.53743 -0.39740 1.48711
H 2.72920 1.48466 0.73702
H 1.83086 1.63699 -0.81071
H 3.40015 -0.84412 0.34385
H 2.73542 -0.72824 -1.39626
S -2.62172 0.08541 -0.10256

Values from the calculation:
Lowest unoccupied orbital energy: -0.04 eV
Structure (SMILES): S=CCC1CC1
Energy above the lowest of the compared OMol25 structures with the same formula, charge and spin: 227.0 kJ/mol

The following is a DFT calculation (ωB97M-V with the def2-TZVPD basis set) of one molecule with the formula C3H7N3.

CARTESIAN COORDINATES (ANGSTROEM)
C 0.44733 0.69367 -0.80859
C -0.65944 -0.10538 1.19137
C -0.20910 -1.29429 0.23188
H 1.32239 2.30575 -1.46397
H -0.62031 2.04662 0.31119
H -0.09959 -0.17239 2.21004
H -1.73415 -0.11140 1.42579
H 0.45871 -1.98502 0.78879
H -1.06387 -1.78140 -0.11226
H 0.88865 -1.24448 -1.56934
N 1.11626 1.34855 -1.68985
N -0.18378 1.01625 0.40641
N 0.33690 -0.71648 -0.92147

Values from the calculation:
Lowest unoccupied orbital energy: 0.95 eV
Structure (SMILES): N=C1NCCN1
Energy above the lowest of the compared OMol25 structures with the same formula, charge and spin: 66.9 kJ/mol

The following is a DFT calculation (ωB97M-V with the def2-TZVPD basis set) of a 8-piece molecular cluster, C37H81F5N7O8S overall.

CARTESIAN COORDINATES (ANGSTROEM)
N 1.97570 -0.08150 3.18713
C 3.41430 -0.48587 3.29680
C 3.71205 -1.49222 2.05123
C 3.47181 -0.78913 0.61380
C 2.30466 -1.51804 -0.26179
C 0.98750 -0.61038 -0.38967
N 1.04503 0.43033 -1.43949
N 2.23328 0.84779 -2.00397
C 2.04122 1.85220 -3.00492
C 3.27522 2.50925 -3.79122
C 3.54892 4.03837 -3.34815
S 2.28881 4.74264 -2.17933
C 2.85225 4.62335 -0.43798
N 2.73390 5.80483 0.37666
N 3.15568 5.52576 1.65407
C 3.56606 4.15245 1.58670
O 3.38383 3.54398 0.31464
N 0.63305 2.10676 -3.14716
C 0.08475 1.22238 -2.14151
N -1.23640 1.20846 -1.94556
C -2.01496 0.42753 -0.95619
C -2.48790 -0.96040 -1.64217
C -3.92251 -1.41375 -1.09542
C -3.98440 -2.88408 -0.48848
F -5.20551 -3.46935 -0.98178
F -2.94823 -3.75300 -0.90094
C -4.09543 -2.95296 1.11053
F -4.59625 -4.25738 1.41389
F -2.84853 -2.84935 1.75586
F -5.05119 -2.05959 1.64798
H 1.50588 -0.85668 2.69274
H 1.89930 0.75470 2.58908
H 4.14433 0.40083 3.18629
H 3.61196 -0.97935 4.30926
H 2.96964 -2.37686 2.09378
H 4.77817 -1.88885 2.14088
H 4.48062 -0.78659 0.06850
H 3.22708 0.31426 0.82510
H 2.79515 -1.70667 -1.29125
H 2.05987 -2.55398 0.15733
H 0.87304 -0.07170 0.62618
H 0.10568 -1.33064 -0.52494
H 3.18979 0.55304 -1.78705
H 3.03448 2.39483 -4.90640
H 4.21326 1.86682 -3.57264
H 3.51398 4.68939 -4.29489
H 4.56910 4.10934 -2.82122
H 3.99153 3.64246 2.50679
H -1.79380 1.83669 -2.56955
H -1.52266 0.29754 0.06057
H -2.98891 1.01866 -0.76881
H -2.61977 -0.71186 -2.76229
H -1.67329 -1.75260 -1.59044
H -4.23017 -0.67733 -0.25978
H -4.74911 -1.32173 -1.88636
C 8.36808 1.23345 -1.55111
C 7.57559 2.43588 -2.03770
C 7.22112 3.36710 -0.88902
O 6.37618 1.98845 -2.67416
H 7.78571 0.64661 -0.83278
H 8.60586 0.56748 -2.38473
H 9.30084 1.54258 -1.07376
H 8.15675 2.98049 -2.78617
H 6.59906 2.85365 -0.14779
H 6.64175 4.22128 -1.25109
H 8.11933 3.74013 -0.39176
H 5.85520 1.50493 -2.01929
C -1.25392 -4.30454 6.11017
C -0.76913 -4.75093 4.73990
C -1.92926 -5.16991 3.85231
O 0.13267 -5.84578 4.88898
H -1.77160 -5.11968 6.62539
H -0.40884 -4.01738 6.74160
H -1.93562 -3.45384 6.03010
H -0.21588 -3.93661 4.26253
H -2.47008 -6.01482 4.28913
H -1.56536 -5.49934 2.87502
H -2.63065 -4.34565 3.70456
H -0.34680 -6.57266 5.31035
C -5.61243 1.80820 -4.52326
C -4.89549 2.80862 -3.63072
C -5.46461 4.20689 -3.79903
O -3.50221 2.81984 -3.95332
H -5.49730 2.07409 -5.57878
H -5.18559 0.80839 -4.40061
H -6.67871 1.76425 -4.28897
H -4.98504 2.49900 -2.58542
H -5.34467 4.55672 -4.82966
H -4.93293 4.91745 -3.16059
H -6.52625 4.23319 -3.54295
H -3.41175 3.09256 -4.87597
C 4.46659 -4.92930 5.01061
C 4.42742 -6.40322 5.38485
C 4.41484 -7.28795 4.14796
O 3.26456 -6.66282 6.16505
H 3.58175 -4.65114 4.42835
H 4.46374 -4.30526 5.90840
H 5.35897 -4.69419 4.42382
H 5.29516 -6.64852 6.00320
H 3.52851 -7.09055 3.53614
H 4.37503 -8.34290 4.43126
H 5.30540 -7.12360 3.53538
H 2.48922 -6.44830 5.62542
C -2.60879 -8.38344 1.44829
C -1.63833 -9.00062 2.44366
C -1.53569 -10.50596 2.25563
O -2.07618 -8.71694 3.77138
H -3.61617 -8.79071 1.58139
H -2.68153 -7.30326 1.60206
H -2.29059 -8.56953 0.41926
H -0.65054 -8.54710 2.32354
H -2.50608 -10.98648 2.41659
H -0.84440 -10.93750 2.98422
H -1.18552 -10.75549 1.25087
H -2.94944 -9.11389 3.88869
C 2.63172 9.63596 -2.26085
C 3.11105 9.19883 -3.63608
C 1.94440 8.81696 -4.53359
O 3.98958 8.08316 -3.49948
H 2.09534 8.82448 -1.75813
H 3.48073 9.89631 -1.62344
H 1.96843 10.50182 -2.33071
H 3.68220 10.00719 -4.10025
H 1.38411 7.97701 -4.10908
H 2.30418 8.49404 -5.51439
H 1.26042 9.65797 -4.67164
H 3.49294 7.36337 -3.08994
C -9.56715 5.25256 -0.26630
C -9.06877 4.80902 -1.63255
C -10.22270 4.42003 -2.54318
O -8.18911 3.69500 -1.47840
H -10.10854 4.44286 0.23342
H -8.72716 5.51817 0.38107
H -10.23109 6.11647 -0.34960
H -8.49295 5.61636 -2.09352
H -10.78674 3.58159 -2.12203
H -9.84962 4.09261 -3.51745
H -10.90629 5.25892 -2.69457
H -8.68877 2.97507 -1.07124

Values from the calculation:
Lowest unoccupied orbital energy: -2.64 eV
Charge: +1

The following is a DFT calculation (ωB97M-V with the def2-TZVPD basis set) of C2H4LiMgO2 as an isolated structure.

CARTESIAN COORDINATES (ANGSTROEM)
O -0.10729 -0.90366 -0.03715
C -0.87569 0.20012 -0.29653
C -0.07412 1.45681 -0.17637
O 1.12569 1.41670 0.08288
H -1.73574 0.31554 0.39692
H -1.32274 0.21684 -1.31281
H -0.54922 2.41899 -0.43249
Mg 1.79424 -0.51799 0.40043
Li 0.26951 -2.66939 -0.08095
H 1.47534 -1.93395 1.45606

Values from the calculation:
Lowest unoccupied orbital energy: -4.50 eV
Charge: +1
Energy above the lowest of the compared OMol25 structures with the same formula, charge and spin: 67.3 kJ/mol

The following is a DFT calculation (ωB97M-V with the def2-TZVPD basis set) of C50H63GeN3O2P2PdSe as an isolated structure.

CARTESIAN COORDINATES (ANGSTROEM)
Pd -0.12421 0.00287 -0.34579
C -3.89279 -2.49667 -1.01628
C -3.07914 -2.76164 0.25002
C -3.76961 -2.17839 1.48244
P -1.36216 -2.06938 0.05272
C -0.54773 -3.23072 -1.17359
C 0.97079 -3.06978 -1.07256
C -0.93363 -4.70480 -1.12274
C -0.62950 -2.44863 1.67536
C -0.49681 -3.73163 2.19566
C 0.19368 -3.95371 3.37459
C 0.77244 -2.87202 4.03028
C 0.60650 -1.58610 3.55808
C -0.13865 -1.33254 2.39149
N -0.37264 -0.07920 1.86774
C -0.57198 1.04791 2.59922
C -0.81816 1.03938 3.99484
C -0.95001 2.20811 4.71063
C -0.87201 3.44788 4.08125
C -0.75474 3.48162 2.70464
C -0.64105 2.31388 1.95497
P -0.79281 2.28750 0.15094
C -2.62461 2.54209 -0.07849
C -3.38240 1.47128 0.70495
C -2.95968 2.43389 -1.56782
C -0.01159 3.79950 -0.59507
C 1.40890 3.92729 -0.03920
C -0.79972 5.10549 -0.53882
H -4.89472 -2.92006 -0.92051
H -3.41945 -2.93298 -1.89882
H -3.99063 -1.42141 -1.18292
H -2.96325 -3.83888 0.39792
H -3.90016 -1.09946 1.38686
H -3.19340 -2.36901 2.38757
H -4.75688 -2.63045 1.59885
H -0.85820 -2.82445 -2.14291
H 1.33559 -3.36687 -0.08857
H 1.26008 -2.03188 -1.24230
H 1.46576 -3.67827 -1.83028
H -0.55012 -5.18753 -0.22424
H -0.49310 -5.21050 -1.98464
H -2.01334 -4.85639 -1.17293
H -0.94494 -4.56964 1.67695
H 0.30520 -4.95712 3.76442
H 1.36114 -3.03932 4.92426
H 1.08201 -0.75679 4.06317
H -0.91666 0.08673 4.49507
H -1.12483 2.15768 5.77880
H -0.94861 4.36473 4.65050
H -0.78148 4.43675 2.19680
H -2.88236 3.53080 0.31149
H -2.99148 0.48698 0.43851
H -4.44639 1.50512 0.45912
H -3.27140 1.60084 1.78148
H -2.63604 1.45980 -1.94530
H -2.46535 3.20668 -2.16102
H -4.03687 2.52748 -1.72195
H 0.07857 3.51378 -1.64868
H 1.39763 4.21335 1.01309
H 1.96807 4.68115 -0.59786
H 1.93037 2.97186 -0.13152
H -0.98489 5.43917 0.48127
H -1.76041 5.02023 -1.04650
H -0.22427 5.88201 -1.04726
C 5.10619 0.49049 2.78361
N 5.30957 0.16696 1.39050
C 6.51442 0.14200 0.71957
C 6.25171 -0.21590 -0.55198
N 4.88743 -0.40604 -0.65331
C 4.19732 -0.80932 -1.85715
C 4.29884 -0.16227 0.54374
Se 2.52707 -0.24505 1.03111
H 6.06978 0.68447 3.24888
H 4.60689 -0.33759 3.28616
H 4.46204 1.36494 2.87380
H 7.44734 0.37836 1.19916
H 6.90954 -0.35018 -1.39187
H 4.66223 -0.33150 -2.71889
H 3.16105 -0.48874 -1.79347
H 4.23618 -1.89344 -1.98278
O 1.36731 1.04361 -1.75852
C 0.55546 0.95853 -2.72493
O -0.43641 0.19449 -2.70336
C 0.81507 1.87670 -3.91851
C -0.36665 1.94886 -4.88713
Ge -0.38055 0.48974 -6.22489
C 0.12744 -1.30529 -5.60126
C -0.79747 -2.34332 -5.54857
C -0.39809 -3.63624 -5.23855
C 0.93736 -3.90624 -4.97920
C 1.86830 -2.87757 -5.01831
C 1.46409 -1.58810 -5.32755
C 0.99616 0.91919 -7.57697
C 1.32379 -0.02985 -8.54578
C 2.28366 0.23433 -9.51063
C 2.94487 1.45517 -9.51630
C 2.63568 2.40760 -8.55681
C 1.66551 2.14000 -7.60013
C -2.14040 0.42972 -7.10943
C -2.27731 0.67296 -8.47368
C -3.52765 0.66134 -9.07590
C -4.66117 0.40383 -8.31829
C -4.53938 0.15587 -6.95820
C -3.28844 0.17331 -6.35956
H 1.72973 1.53908 -4.41768
H 1.04581 2.85642 -3.49437
H -0.35074 2.88742 -5.44579
H -1.29769 1.92499 -4.32045
H -1.83974 -2.14254 -5.77052
H -1.12718 -4.43785 -5.21969
H 1.25464 -4.91670 -4.75132
H 2.91455 -3.08769 -4.82945
H 2.20677 -0.79797 -5.38099
H 0.81928 -0.99111 -8.53903
H 2.51961 -0.51114 -10.26008
H 3.69957 1.66255 -10.26425
H 3.15118 3.36012 -8.55442
H 1.42980 2.89847 -6.86126
H -1.39541 0.87516 -9.07166
H -3.61886 0.85373 -10.13769
H -5.63732 0.40049 -8.78643
H -5.42243 -0.04983 -6.36572
H -3.20012 -0.01082 -5.29281

Values from the calculation:
Lowest unoccupied orbital energy (alpha / beta): 0.58 / -0.69 eV
Multiplicity: 3

no.,E_tot (Eh)
1,-307.6419
2,-359.3283
3,-828.9542
4,-593.4018
5,-282.7488
6,-3340.6520
7,-436.5145
8,-7546.7973